DFT (ωB97M-V with the def2-TZVPD basis set) results for a molecular structure, C31H68GaN2O10 at a distorted geometry.

Geometry (Å):
C1 4.8603 0.3221 1.9434
C2 4.8483 -0.2794 0.4636
O1 3.7893 0.2609 -0.3575
C3 3.8970 1.6931 -0.4933
C4 2.8227 2.1139 -1.6352
C5 1.5452 2.8798 -1.0125
C6 0.7329 3.5884 -2.1965
C7 -0.6992 4.1719 -1.7174
Ga1 -2.0446 2.6174 -1.3066
C8 -3.8313 3.2013 -2.1602
C9 -5.0673 2.2720 -1.8477
O2 -5.7555 1.8624 -2.8342
C10 -2.1241 2.5575 0.7849
C11 -3.1774 1.4977 1.3599
C12 -2.7698 0.9559 2.8349
C13 -1.4503 0.0671 2.8214
O3 -0.7221 0.0830 3.8493
O4 -1.0443 -0.7804 1.7644
C14 0.0614 -0.1773 0.9960
C15 0.8011 -1.2729 0.0783
O5 -1.2636 1.0628 -2.0503
C16 -2.2191 0.1643 -2.6341
C17 -2.5086 -0.9959 -1.5694
O6 -3.8810 -1.4423 -1.5186
C18 -3.9627 -2.7724 -0.9746
C19 -3.6212 -2.8291 0.6073
H1 5.3797 1.3328 1.9680
H2 3.8235 0.3969 2.4112
H3 5.4620 -0.3903 2.6011
H4 5.8575 -0.2241 -0.0698
H5 4.6141 -1.4017 0.5685
H6 4.9248 2.0373 -0.8821
H7 3.6191 2.2639 0.4667
H8 3.2904 2.8076 -2.4219
H9 2.4614 1.1420 -2.1301
H10 1.8733 3.6476 -0.2306
H11 0.9181 2.0814 -0.4970
H12 0.5684 2.8188 -3.0261
H13 1.4186 4.3906 -2.6345
H14 -0.5445 4.8371 -0.8033
H15 -1.1091 4.7628 -2.6024
H16 -3.6792 3.3952 -3.2803
H17 -4.0764 4.2343 -1.7081
H18 -5.4121 1.9407 -0.8150
H19 -2.4655 3.6083 1.1116
H20 -1.0578 2.4128 1.1592
H21 -4.1673 2.0557 1.5186
H22 -3.3916 0.6561 0.6279
H23 -2.5223 1.8796 3.4701
H24 -3.6662 0.3753 3.2614
H25 -0.4389 0.5456 0.2649
H26 0.7738 0.4103 1.6581
H27 1.2783 -0.7139 -0.8054
H28 0.0756 -2.0394 -0.3514
H29 1.6827 -1.7592 0.6315
H30 -3.1459 0.6533 -3.0748
H31 -1.6803 -0.3433 -3.5210
H32 -2.0904 -0.6637 -0.5573
H33 -1.8680 -1.9081 -1.8751
H34 -3.2558 -3.5261 -1.4712
H35 -5.0395 -3.1627 -1.0710
H36 -4.0680 -3.7665 1.1069
H37 -2.4865 -2.9305 0.7458
H38 -4.0554 -1.9390 1.1632
C20 1.2910 7.3464 4.4764
O7 1.7907 6.4097 5.4183
C21 0.7547 5.7338 6.1330
C22 0.7597 4.2460 5.7868
N1 0.3078 4.0288 4.4136
C23 0.5041 2.6550 3.9443
C24 1.9513 2.1689 3.7820
O8 2.6702 2.8358 2.7463
C25 3.3180 4.0306 3.1521
H39 2.1409 7.8773 4.0444
H40 0.7554 6.8380 3.6702
H41 0.6346 8.0746 4.9622
H42 -0.2292 6.1811 5.9562
H43 0.9815 5.8460 7.1991
H44 0.0955 3.7139 6.4743
H45 1.7804 3.8729 5.9301
H46 0.8156 4.6553 3.7975
H47 0.0175 2.5870 2.9653
H48 -0.0312 1.9706 4.6057
H49 1.9051 1.1181 3.4792
H50 2.5103 2.1859 4.7243
H51 3.6408 3.9973 4.1957
H52 2.6662 4.8908 2.9823
H53 4.2012 4.1638 2.5225
C26 -0.7658 -9.2213 -4.6915
O9 0.0736 -8.7580 -3.6454
C27 1.3428 -8.2989 -4.1130
C28 1.4832 -6.7978 -3.8671
N2 0.5954 -6.0392 -4.7481
C29 0.5122 -4.6177 -4.4095
C30 -0.1397 -4.2519 -3.0683
O10 -1.5301 -4.5512 -3.0068
C31 -1.8293 -5.8706 -2.5782
H54 -1.6702 -9.6337 -4.2413
H55 -1.0530 -8.3984 -5.3518
H56 -0.2714 -10.0095 -5.2672
H57 1.5102 -8.5481 -5.1662
H58 2.1043 -8.8226 -3.5248
H59 2.5188 -6.4980 -4.0525
H60 1.2491 -6.6084 -2.8135
H61 -0.3365 -6.4369 -4.6973
H62 -0.0710 -4.1405 -5.2048
H63 1.5152 -4.1799 -4.4524
H64 -0.0670 -3.1650 -2.9604
H65 0.3937 -4.6751 -2.2103
H66 -1.0876 -6.2609 -1.8770
H67 -1.9262 -6.5355 -3.4400
H68 -2.7994 -5.8480 -2.0763

Its total charge is -1. The highest occupied orbital energy is -4.80 eV. The gap between HOMO and LUMO comes out at 7.1 eV.

Mulliken atomic charge list, values in e, 8 entries: -0.49 -0.47 -0.21 0.21 -0.86 0.77 -0.80 -0.85

=====

DFT (ωB97M-V with the def2-TZVPD basis set) results for 5 unconnected molecules or ions with the total composition C31H69ClF9N5O6PS at a distorted geometry.

Geometry (Å):
C1 0.2894 2.6957 -4.7202
C2 -0.9647 3.5046 -4.3568
C3 -0.8655 4.8248 -5.1999
C4 -0.9145 3.9079 -2.8719
C5 -1.8372 3.0693 -1.9129
C6 -1.1379 3.0799 -0.5366
C7 -1.4618 1.9006 0.4327
C8 -0.1738 1.1687 0.8455
C9 0.1897 -0.0314 -0.0504
C10 1.5792 0.1026 -0.6214
F1 2.5148 0.1664 0.3124
F2 1.6066 1.3146 -1.2457
C11 1.9163 -0.9098 -1.7448
F3 0.8934 -1.1191 -2.5170
F4 2.8368 -0.3840 -2.5183
S1 2.5830 -2.5809 -1.1613
F5 1.8823 -2.4373 0.2394
F6 1.3049 -3.3175 -1.7280
F7 3.2698 -2.8090 -2.5652
F8 3.9104 -1.9307 -0.6575
F9 3.1204 -3.9771 -0.6857
P1 -3.4046 4.0962 -1.6554
O1 -4.6709 3.0308 -1.5182
Cl1 -3.8011 5.1661 -3.4207
C12 -2.0831 1.6717 -2.5070
C13 -2.5234 1.6155 -4.0005
C14 -1.9568 0.3233 -4.6081
C15 -4.0743 1.4514 -4.0570
N1 -2.2134 2.8415 -4.7585
O2 -2.3537 2.7145 -6.0199
H1 0.0962 2.2534 -5.6996
H2 0.4793 1.8640 -4.0423
H3 1.1546 3.3344 -4.8396
H4 -0.1046 4.7009 -5.9625
H5 -0.5309 5.6395 -4.5635
H6 -1.8238 5.1136 -5.6113
H7 0.1122 3.7472 -2.5556
H8 -1.1279 4.9603 -2.6876
H9 -0.0610 3.1621 -0.6194
H10 -1.4571 3.9958 -0.0343
H11 -2.2331 1.2216 0.0818
H12 -1.8456 2.3423 1.3500
H13 0.6601 1.8521 0.9532
H14 -0.3469 0.7848 1.8564
H15 0.1224 -0.9158 0.5775
H16 -0.5216 -0.2006 -0.8486
H17 -5.2671 3.2330 -2.2606
H18 -2.8467 1.1930 -1.9020
H19 -1.2082 1.0285 -2.4089
H20 -0.9271 0.1504 -4.3041
H21 -2.5861 -0.4903 -4.2570
H22 -2.0031 0.3022 -5.6941
H23 -4.2905 0.9096 -4.9772
H24 -4.4561 0.8768 -3.2229
H25 -4.5703 2.4098 -4.1700
C16 6.3731 -5.8602 3.3759
C17 5.1897 -5.4593 2.5008
C18 3.8301 -5.8977 3.0697
O3 3.5295 -7.2687 2.8941
C19 4.0804 -8.1348 3.8699
N2 5.4093 -5.9700 1.1445
H26 6.5992 -6.9240 3.3039
H27 7.2688 -5.3218 3.0652
H28 6.1864 -5.6193 4.4251
H29 5.1793 -4.3659 2.4514
H30 3.0500 -5.3586 2.5236
H31 3.7294 -5.6136 4.1264
H32 4.1088 -7.6670 4.8583
H33 5.0827 -8.4607 3.5824
H34 3.4462 -9.0196 3.9228
H35 4.6689 -5.6264 0.5383
H36 5.2560 -6.9755 1.1670
C20 -1.5396 -3.3990 5.3850
C21 -1.2334 -3.2124 3.9044
C22 -0.1173 -2.1901 3.6407
O4 -0.5154 -0.8340 3.7553
C23 -0.5124 -0.3202 5.0769
N3 -2.4730 -2.8703 3.1990
H37 -2.1000 -2.5639 5.8056
H38 -2.1437 -4.2939 5.5368
H39 -0.6188 -3.5175 5.9624
H40 -0.8835 -4.1761 3.5221
H41 0.2055 -2.3088 2.6010
H42 0.7618 -2.3876 4.2673
H43 0.2968 -0.7464 5.6761
H44 -1.4735 -0.4955 5.5650
H45 -0.3679 0.7587 5.0117
H46 -2.2869 -2.8363 2.1997
H47 -2.7044 -1.9083 3.4366
C24 3.0589 -5.5698 9.4021
C25 3.0580 -5.4428 7.8821
C26 3.3221 -4.0125 7.3852
O5 2.2120 -3.1386 7.4854
C27 2.0362 -2.5370 8.7563
N4 1.7963 -5.9810 7.3629
H48 2.1527 -5.1641 9.8516
H49 3.1159 -6.6195 9.6907
H50 3.9183 -5.0567 9.8391
H51 3.8723 -6.0689 7.5045
H52 3.5512 -4.0671 6.3166
H53 4.2022 -3.5747 7.8734
H54 2.9928 -2.3219 9.2398
H55 1.4223 -3.1663 9.4045
H56 1.5030 -1.5977 8.6071
H57 1.8306 -5.9840 6.3464
H58 1.0646 -5.3079 7.5796
C28 -5.4540 8.2806 -8.7198
C29 -4.9297 8.6148 -7.3269
C30 -3.4753 9.1127 -7.3209
O6 -2.5037 8.0943 -7.4706
C31 -2.2390 7.7054 -8.8063
N5 -5.1107 7.4471 -6.4605
H59 -5.0492 7.3427 -9.0999
H60 -6.5388 8.1739 -8.6967
H61 -5.2119 9.0727 -9.4319
H62 -5.5495 9.4269 -6.9346
H63 -3.2777 9.5578 -6.3414
H64 -3.3214 9.9061 -8.0641
H65 -2.3052 8.5517 -9.4960
H66 -2.9179 6.9107 -9.1238
H67 -1.2246 7.3078 -8.8402
H68 -4.8459 7.6992 -5.5113
H69 -4.4133 6.7570 -6.7317

Its total charge is 0. The highest occupied orbital energy (alpha / beta) is -8.38 / -8.65 eV. Its multiplicity is 2. The gap between HOMO and LUMO (alpha / beta) comes out at 8.7 / 8.9 eV.

Mulliken atomic charge list, values in e, 8 entries: -2.08 2.73 -1.80 -3.60 2.92 -1.81 -0.99 -0.75